The following is a DFT calculation (ωB97M-V/def2-TZVPD) of the ion C3HO2 with charge -1 in a non-equilibrium geometry.

Summary:
E: -7220.146 eV
HOMO energy (spin up / spin down): -1.8 / -2.6 eV
charge: -1
M: 69.039 g mol⁻¹

Each line ends with the Mulliken charge.
Cartesian coordinates (Å):
C (-0.752, 1.523, -0.052)  0.05
O (1.613, 1.593, -1.573)  -0.34
C (0.063, 0.464, -0.182)  -0.35
H (0.124, -0.597, 0.230)  0.31
O (-0.950, 2.687, -0.368)  -0.40
C (1.264, 0.565, -1.028)  -0.27

---

The following is a DFT calculation (ωB97M-V/def2-TZVPD) of a structure of composition C23H21GeN7OPdS.

Summary:
E: -107453.837 eV
HOMO energy: -20.2 eV
charge: +4
M: 622.566 g mol⁻¹

Each line ends with the Mulliken charge.
Cartesian coordinates (Å):
N (1.180, -1.303, -2.634)  -0.42
H (-3.917, -0.964, 0.035)  0.52
C (-4.777, -0.556, -3.206)  -0.55
H (-0.177, 1.114, 6.181)  0.37
H (-0.977, 1.689, 1.276)  0.12
H (4.801, 2.892, -0.954)  0.47
H (3.143, 0.474, 2.878)  0.36
H (3.534, -0.316, 5.143)  0.51
H (1.496, -1.365, -3.594)  0.17
H (-3.338, -0.539, -4.805)  0.40
C (3.034, 3.650, -1.920)  -0.45
C (1.049, 1.012, 3.107)  0.70
H (-5.931, -0.652, -1.392)  0.45
C (3.720, 2.878, -0.978)  -0.84
C (1.643, 3.666, -1.965)  -0.84
H (1.129, 4.284, -2.689)  0.46
C (1.499, -0.113, 5.728)  -0.69
Pd (-0.834, -1.275, -0.551)  0.66
C (-4.948, -0.673, -1.842)  -0.74
H (-0.164, 2.944, -1.080)  0.42
C (-3.484, -0.610, -3.736)  -0.50
O (-1.644, -1.937, 1.199)  -0.67
C (-2.416, -0.773, -2.883)  0.86
C (1.960, -1.682, -1.610)  0.83
C (-2.439, -3.385, 3.390)  -0.13
C (0.921, 2.912, -1.059)  -0.36
C (-1.271, -1.430, 4.498)  0.59
H (3.797, -2.344, -1.091)  0.23
C (1.608, 2.151, -0.091)  1.18
N (-1.347, -1.444, 2.326)  0.37
H (-0.933, 1.495, 3.787)  0.55
H (3.613, -2.041, -2.772)  0.22
H (3.552, 1.545, 0.677)  0.23
Ge (0.530, 1.466, 1.264)  0.19
C (3.015, 2.127, -0.062)  -0.34
H (1.606, -0.608, 6.690)  0.50
C (-1.739, -2.149, 3.383)  0.26
C (0.047, 1.089, 4.019)  -0.87
H (-1.211, -0.062, -5.295)  0.42
S (1.337, -1.750, 0.004)  -0.37
C (-0.700, -0.893, -4.808)  -1.62
C (0.155, 0.439, 5.377)  0.19
N (-0.160, -1.076, -2.403)  0.09
C (-1.018, -0.905, -3.356)  0.53
H (-1.067, -1.816, -5.267)  0.40
N (3.211, -2.010, -1.843)  -0.35
C (-3.824, -0.838, -1.035)  -0.12
H (3.597, 4.255, -2.621)  0.46
N (-3.026, -4.372, 3.366)  -0.20
H (-5.629, -0.435, -3.863)  0.48
N (-0.822, -0.635, 5.208)  -0.08
C (2.543, 0.026, 4.870)  -0.54
H (0.358, -0.792, -5.037)  0.48
N (-2.596, -0.878, -1.537)  -0.21
C (2.307, 0.513, 3.571)  0.23

---

The following is a DFT calculation (ωB97M-V/def2-TZVPD) of a structure of composition C29H47ClN4O4W in a non-equilibrium geometry.

Summary:
multiplicity: 3
<S²>: 2.025
E: -59321.166 eV
HOMO energy (spin up / spin down): 1.9 / 0.8 eV
charge: -2
M: 735.012 g mol⁻¹

Each line ends with the Mulliken spin population.
Cartesian coordinates (Å):
H (2.689, 0.923, -1.428)  -0.04
C (-2.410, -3.470, -4.106)  0.00
H (0.282, 2.929, 3.668)  -0.03
Cl (0.298, -3.194, 2.497)  0.01
W (1.125, 0.358, 0.474)  0.54
H (1.414, -0.725, 3.845)  0.02
H (0.799, 5.799, -3.674)  0.00
H (2.186, 3.125, -0.086)  0.12
H (-6.028, 0.203, 1.058)  0.00
H (0.471, 0.320, 4.935)  0.02
H (4.999, -2.207, 0.573)  0.01
H (-1.026, -2.898, -1.032)  0.00
C (-2.073, -2.615, -2.911)  0.00
O (1.697, -2.595, 2.506)  0.01
H (-1.486, 2.894, -3.422)  0.00
C (4.173, 1.459, 2.656)  0.02
H (1.504, -1.027, -0.804)  -0.06
C (1.416, 3.056, -0.856)  -0.11
H (-3.764, -0.802, 2.805)  0.00
H (-4.837, 1.219, 1.860)  0.00
H (2.953, 2.872, 4.900)  0.00
H (-2.753, 1.330, 1.384)  0.00
H (-1.821, -0.121, 0.987)  -0.02
C (2.375, 1.949, 5.014)  0.03
C (4.922, -1.587, -0.332)  0.02
H (0.048, 0.209, 3.219)  -0.01
H (-5.416, -2.627, 0.161)  0.00
H (-2.438, 0.888, -0.341)  -0.03
N (2.904, 0.979, 2.838)  0.24
C (0.225, 3.965, -2.759)  0.07
H (3.515, -0.362, -2.334)  0.01
H (4.604, 2.178, 3.337)  0.03
N (-3.263, -2.132, -2.208)  0.00
C (-3.922, -0.319, 0.748)  0.01
H (-0.388, -1.716, -3.836)  0.00
C (-3.267, -0.942, -1.572)  0.00
H (-2.906, -4.397, -3.809)  0.00
H (1.649, 3.335, 2.594)  0.05
H (-2.845, -1.903, 1.736)  0.00
H (1.973, 4.850, -1.926)  0.00
H (-0.837, -0.994, -2.296)  -0.02
C (4.695, 0.856, 1.556)  -0.02
H (5.670, 0.939, 1.110)  0.01
C (2.420, -1.505, -0.260)  0.14
C (1.800, 1.447, 3.700)  -0.26
N (3.725, 0.047, 1.033)  0.12
C (-4.254, -2.949, -1.674)  0.00
H (-4.636, -2.060, 1.874)  0.00
N (-4.056, -1.095, -0.497)  0.00
C (-3.798, -1.352, 1.862)  0.00
H (0.421, 2.118, 2.100)  0.06
H (2.986, 1.175, 5.490)  0.01
C (-1.273, -3.466, -1.939)  -0.01
H (2.542, -2.300, -1.011)  0.03
H (-0.937, 5.425, -3.806)  0.00
O (-0.010, -0.865, 0.970)  0.54
C (1.013, 2.516, 2.955)  0.19
C (3.693, -0.678, -0.254)  -0.16
C (0.892, 0.236, 3.922)  0.11
C (3.585, 0.267, -1.428)  0.07
C (2.620, 0.134, 1.806)  0.28
H (-3.006, -2.951, -4.856)  0.00
H (5.836, -1.003, -0.471)  0.00
H (1.521, 2.164, 5.669)  -0.01
H (-1.787, -0.601, -3.764)  0.00
H (-1.813, -4.375, -1.640)  0.00
C (0.072, 5.000, -3.824)  -0.01
C (-2.661, 0.516, 0.661)  0.05
O (-0.116, -3.534, 1.101)  0.00
C (-1.243, -1.393, -3.235)  0.02
H (2.179, -2.078, 0.646)  -0.03
H (0.234, 4.562, -4.816)  0.00
H (4.486, 0.894, -1.511)  0.00
O (-0.673, -2.235, 3.113)  -0.01
H (4.803, -2.239, -1.208)  -0.01
H (-1.200, 1.043, -1.741)  0.03
H (-4.398, -3.967, -1.945)  0.00
C (-4.777, -2.271, -0.625)  0.00
C (-5.051, 0.672, 0.937)  0.00
C (1.267, 4.024, -1.841)  0.01
C (0.553, 1.948, -0.853)  -0.03
C (-0.513, 1.887, -1.765)  0.05
C (-0.673, 2.904, -2.698)  -0.05
H (-0.338, -3.726, -2.445)  0.00
H (-5.089, 1.386, 0.106)  0.00
H (-1.450, -3.728, -4.567)  0.00

---

What is the charge in the second record?
+4

---

Which formula does entry 3 have?
C29H47ClN4O4W